# C3H6N2S

A single C3H6N2S molecule at a distorted geometry (ωB97M-V with the def2-TZVPD basis set, the Open Molecules 2025 dataset).

Each line ends with the Löwdin charge.
Cartesian coordinates (Å):
H -3.624 -0.486 -0.155  0.101
N 0.845 1.349 0.108  0.125
H 1.829 -1.605 -0.421  0.039
C 1.104 0.182 0.149  -0.575
H 2.937 -0.255 -0.822  0.127
C 2.247 -0.680 0.027  -0.131
C -2.730 0.270 -0.065  -0.158
H -3.152 1.241 -0.137  0.035
N -1.468 0.225 0.161  -0.518
S -0.544 -1.135 0.091  0.779
H 2.699 -0.806 1.024  0.094
H -0.143 1.700 0.041  0.081

## Properties
F_max	3.6	eV/A
structure (SMILES)	[H]/N=C(/C)SN=C
Kohn-Sham gap	0.348	hartree
energy relative to the best compared isomer or geometry (same formula, charge and spin)	2.924	eV